1.
{"formula": "C6H10O6", "method": "ωB97M-V/def2-TZVPD", "symbols": ["C", "C", "C", "C", "C", "C", "O", "O", "O", "O", "O", "O", "H", "H", "H", "H", "H", "H", "H", "H", "H", "H"], "coordinates": [[-0.84938, 1.03432, -0.96564], [0.18614, 1.34023, -0.24420], [-1.65589, -0.25755, -0.99100], [-1.22635, -1.15964, 0.17909], [0.85314, 0.16158, 0.83487], [0.25638, -1.16999, 0.32299], [-1.42957, 1.93202, -1.73390], [0.90123, 2.55014, -0.08594], [0.35897, 0.37197, 2.11268], [2.23801, 0.24856, 0.79174], [0.84878, -1.43189, -0.97395], [0.63404, -2.14374, 1.28938], [-2.65233, 0.25579, -0.89759], [-1.55113, -0.68370, -1.94359], [-1.62317, -0.69105, 1.02890], [-1.53761, -2.13069, 0.02039], [-0.87465, 2.62293, -1.84858], [1.73697, 2.24987, 0.21117], [0.90292, 0.84215, 2.68023], [2.44684, -0.65446, 0.70030], [0.53685, -0.72740, -1.52707], [1.49980, -2.55946, 1.03973]], "forces_ev_per_a": [[-0.36, -1.01, 0.11], [4.19, -2.01, 4.36], [0.26, 2.36, 2.01], [0.15, 2.22, -1.14], [-2.97, 2.81, -2.21], [1.82, -0.15, -0.17], [-3.78, -1.55, -1.39], [-2.76, -0.59, -1.30], [-2.11, -1.51, -1.44], [-0.98, 1.19, 0.12], [0.39, -1.30, 1.84], [0.96, -0.76, -1.29], [0.36, -1.46, 0.03], [-0.10, -0.78, -1.35], [-0.76, 0.05, 1.55], [-0.81, -2.07, 0.02], [2.64, 3.79, -0.65], [1.64, -0.21, 0.40], [1.96, 1.48, 1.26], [1.48, -1.68, -0.29], [-0.01, 0.71, -0.61], [-1.22, 0.50, 0.13]], "de_lowest_kcal_mol": 41.5, "multiplicity": 1, "homo_ha": -0.31498, "smiles": "OC1=C(O)C(O)(O)C(O)(O)CC1"}

---

2.
{"formula": "C21H46LuNOP3S", "method": "ωB97M-V/def2-TZVPD", "symbols": ["Lu", "P", "P", "P", "H", "C", "C", "H", "C", "C", "C", "C", "C", "C", "C", "C", "C", "H", "H", "H", "H", "H", "H", "H", "H", "H", "H", "H", "H", "H", "H", "H", "H", "H", "H", "H", "H", "H", "H", "H", "H", "H", "H", "H", "H", "H", "C", "C", "C", "C", "C", "C", "S", "H", "H", "H", "H", "H", "H", "C", "N", "C", "C", "C", "O", "H", "H", "H", "H", "H", "H", "H", "H", "H"], "coordinates": [[0.25917, 0.38680, -0.45000], [2.14379, 2.17622, 0.17037], [-1.89212, 0.57936, 1.41168], [-1.32326, 2.48434, -1.35484], [1.13855, -1.99410, -3.47473], [0.42722, -1.32582, -2.98268], [1.19747, -0.18145, -2.36741], [2.16637, -0.49345, -1.91929], [3.68019, 1.33723, 0.67818], [1.74007, 3.08079, 1.71151], [2.80514, 3.55106, -0.82710], [-3.35895, -0.38589, 0.89853], [-1.69531, -0.15693, 3.07540], [-2.71120, 2.12276, 1.95540], [-0.79909, 2.98208, -3.05776], [-1.34525, 4.15886, -0.55053], [-3.05538, 2.02921, -1.80673], [-0.14564, -0.94479, -3.84226], [1.36873, 0.73583, -3.00221], [4.38188, 1.31014, -0.16006], [3.48971, 0.31025, 0.99427], [4.14849, 1.87873, 1.50563], [1.48378, 2.39807, 2.52900], [0.89604, 3.76170, 1.56158], [2.61306, 3.66362, 2.01434], [3.07243, 3.19132, -1.82558], [3.70862, 3.94763, -0.34253], [2.07227, 4.35983, -0.92517], [-3.97694, -0.64435, 1.76868], [-3.02272, -1.31665, 0.42652], [-3.96860, 0.16864, 0.17981], [-2.68415, -0.30823, 3.52417], [-1.13060, 0.51094, 3.72968], [-1.19470, -1.12835, 3.03227], [-3.25045, 1.95462, 2.89911], [-3.42542, 2.50269, 1.21880], [-1.96590, 2.90145, 2.13924], [-1.67036, 3.56863, -3.44522], [-0.49906, 2.20422, -3.79580], [0.00422, 3.70085, -2.93253], [-1.83094, 4.85614, -1.24567], [-0.30850, 4.48759, -0.39676], [-1.86209, 4.23869, 0.41581], [-3.24946, 2.50025, -2.77630], [-3.85213, 2.32847, -1.10983], [-3.11122, 0.94041, -1.95059], [0.21624, -3.66306, -1.74221], [-0.48484, -2.36931, -2.18870], [-1.55498, -2.77433, -3.18181], [-1.65405, -4.00989, -3.78159], [-0.63117, -5.01807, -3.61526], [0.40304, -4.72574, -2.78440], [1.81213, -3.31601, -1.15230], [-0.24548, -4.10813, -0.80697], [-1.00046, -1.86233, -1.33338], [-2.26148, -1.99887, -3.50569], [-2.53113, -4.30565, -4.37181], [-0.63019, -5.98577, -4.15169], [1.34686, -5.25388, -2.73926], [1.82224, -2.63338, 4.05756], [1.65786, -1.53245, 3.10180], [1.89519, -0.16169, 3.55638], [1.15316, -1.79549, 1.90218], [0.74225, -3.20290, 1.66265], [1.09154, -0.83070, 1.02899], [0.83989, -3.05976, 4.36587], [2.33282, -2.21658, 4.93367], [2.44100, -3.43184, 3.59855], [2.61821, 0.34224, 2.90745], [0.95214, 0.40318, 3.59705], [2.29578, -0.25801, 4.56907], [0.23378, -3.30075, 0.69065], [1.64573, -3.83958, 1.64080], [0.02614, -3.52068, 2.44401]], "forces_ev_per_a": [[-0.18, 0.51, 0.93], [1.12, 1.27, 0.82], [-1.43, -0.13, 1.04], [-0.44, 0.73, -0.84], [0.07, -0.34, -0.23], [1.08, -0.29, -1.70], [-0.05, 0.43, 0.02], [-0.29, 0.01, -0.39], [0.24, -0.40, -0.11], [-0.43, -0.09, 0.18], [-0.07, -0.01, -0.40], [-0.06, -0.32, -0.34], [0.35, -0.27, 0.21], [0.09, 0.51, 0.06], [-0.46, 0.55, -0.22], [-0.13, -0.04, -0.16], [-0.24, -0.11, 0.11], [-0.14, -0.01, 0.39], [-0.30, -1.24, 0.25], [-0.07, -0.03, 0.07], [0.07, 0.07, -0.09], [-0.03, 0.01, -0.16], [0.04, 0.12, -0.16], [0.13, -0.06, 0.02], [-0.07, -0.01, -0.04], [0.00, 0.13, 0.10], [-0.28, -0.12, -0.08], [0.13, -0.16, 0.00], [0.13, 0.13, -0.26], [-0.23, 0.00, 0.05], [0.10, -0.12, 0.08], [0.20, 0.09, -0.12], [-0.02, -0.08, -0.05], [-0.02, 0.08, 0.06], [0.12, -0.08, -0.33], [0.16, -0.11, 0.05], [-0.10, -0.06, 0.06], [0.82, -0.48, 0.02], [-0.33, 0.39, 0.79], [0.37, 0.00, -0.20], [0.14, -0.09, 0.14], [-0.23, -0.08, -0.14], [0.12, -0.33, -0.40], [-0.19, -0.12, 0.28], [0.42, -0.08, -0.09], [-0.06, 0.25, 0.03], [0.41, 0.28, 0.56], [-1.49, -0.35, -0.87], [-0.25, 0.76, 0.17], [0.17, -1.62, 0.18], [-0.75, 0.30, -0.83], [-0.48, 0.27, 0.81], [2.18, 0.59, 0.69], [-0.19, 0.04, -1.31], [0.18, -0.49, -0.33], [0.12, -0.36, 0.29], [0.43, 0.56, 0.00], [-0.18, 0.83, 0.04], [-0.21, -0.42, -0.07], [0.07, -0.41, 0.40], [-0.85, -0.39, -0.92], [0.21, -0.03, 0.20], [1.05, 1.76, 0.55], [-0.59, -0.23, -0.71], [-0.42, -1.79, 1.23], [0.71, 0.34, -0.11], [-0.16, -0.43, -0.25], [-0.33, 0.48, 0.50], [-0.20, -0.12, 0.26], [0.36, -0.22, -0.09], [-0.03, 0.38, -0.28], [0.22, 0.27, 0.75], [-0.55, 0.06, 0.21], [0.56, -0.07, -0.29]], "multiplicity": 1, "homo_ha": [-0.60585, -0.59872], "total_charge": 3}

---

3.
{"formula": "C6H16NO", "method": "ωB97M-V/def2-TZVPD", "symbols": ["C", "O", "C", "C", "C", "C", "C", "N", "H", "H", "H", "H", "H", "H", "H", "H", "H", "H", "H", "H", "H", "H", "H", "H"], "coordinates": [[-0.22268, -2.61864, -0.74462], [-2.08786, -0.40440, 1.80853], [0.72930, -1.49043, -0.26500], [-0.18721, -0.22019, -0.10335], [0.47925, 1.11391, 0.34880], [-0.26997, 1.95717, 1.36615], [0.86227, 1.94593, -0.87779], [1.63318, -1.07746, -1.28579], [0.46930, -3.33518, -1.20547], [-0.82074, -2.24672, -1.57397], [-2.69047, -0.93322, 2.34550], [1.07315, -1.74902, 0.74256], [-1.15182, -0.51391, 0.46142], [-0.50220, -0.00403, -1.14742], [1.42702, 0.69424, 0.72070], [-1.05359, 1.40149, 1.87213], [0.45301, 2.37446, 2.07414], [-0.75436, 2.85904, 0.97197], [1.40800, 2.88282, -0.88695], [1.39334, 1.31975, -1.60112], [-0.10109, 2.03987, -1.41758], [-0.82076, -3.14162, -0.01037], [2.48907, -1.64151, -1.20758], [-1.75414, 0.78768, -0.38488]], "forces_ev_per_a": [[1.70, -0.39, -1.36], [-0.14, 0.31, -1.03], [-2.78, 1.00, 0.27], [-1.65, 2.82, -1.31], [1.42, -0.58, -0.07], [0.15, 0.34, 0.56], [-0.96, -1.38, -1.79], [0.66, -1.09, 0.25], [-0.38, -0.39, 0.08], [-0.24, 0.02, 0.14], [0.01, -0.08, -0.01], [0.60, 0.10, -0.19], [0.02, 0.03, 1.38], [0.52, -0.28, -0.46], [-0.06, 0.61, 0.70], [0.26, -0.17, 0.31], [-0.15, -0.18, 0.21], [0.08, -0.23, -0.59], [-0.25, 0.24, 0.94], [0.26, -0.11, 0.25], [0.14, 0.79, 0.06], [0.00, 0.41, 0.41], [-0.03, 0.07, 0.00], [0.82, -1.86, 1.26]], "de_lowest_kcal_mol": 172.4, "multiplicity": 2, "homo_ha": [-0.32632, -0.32739], "s2": 0.76}

---

4.
{"formula": "C4H10N2O2", "method": "ωB97M-V/def2-TZVPD", "symbols": ["C", "C", "C", "N", "C", "N", "H", "H", "H", "H", "H", "H", "H", "H", "O", "H", "H", "O"], "coordinates": [[-1.62572, 0.97054, -0.25157], [-1.13670, -0.38748, 0.11014], [-0.35957, -1.27034, -0.57704], [0.02080, -2.30869, 0.27666], [-0.36357, -1.93242, 1.45696], [-1.11588, -0.79304, 1.44543], [-2.03950, 0.89075, -1.26558], [-2.43486, 1.33372, 0.37158], [-0.80941, 1.66978, -0.43434], [-0.18609, -1.35154, -1.63677], [0.01833, -2.47397, 2.30989], [-1.91105, -0.66224, 2.04940], [1.79736, 0.03312, -0.20747], [2.04128, -0.98332, -1.24971], [2.44951, -0.18841, -0.87709], [1.54083, 1.75482, -0.53726], [1.97044, 3.24121, -0.22445], [2.14381, 2.45752, -0.75875]], "forces_ev_per_a": [[-0.51, -0.56, -1.77], [0.56, 0.76, 0.42], [-1.22, -1.06, 0.55], [0.95, 1.03, -0.42], [0.15, -1.26, -0.05], [0.31, -0.22, -0.65], [-0.23, 0.03, 0.14], [0.24, 0.26, 0.28], [-0.04, 0.24, 0.75], [0.05, 0.26, -0.05], [-0.75, 0.15, 0.41], [0.27, 0.36, 0.33], [0.14, -0.18, 0.36], [0.36, 0.06, 0.01], [-0.27, -0.50, -0.23], [-0.27, 0.11, 0.13], [-0.27, -0.36, 0.04], [0.53, 0.88, -0.26]], "de_lowest_kcal_mol": 52.5, "multiplicity": 1, "homo_ha": -0.33495, "smiles": "Cc1cnc[nH]1.O.O"}

---

5.
{"formula": "C4H8NO", "method": "ωB97M-V/def2-TZVPD", "symbols": ["C", "C", "C", "C", "N", "O", "H", "H", "H", "H", "H", "H", "H", "H"], "coordinates": [[0.18429, -0.74786, -0.95489], [1.66127, 0.91315, -0.27443], [-0.52872, 1.03761, 0.25526], [-1.02281, -0.63990, 0.17123], [0.50731, 0.48409, -0.45982], [-0.90206, -1.25517, 1.44477], [-0.11161, -0.81437, -1.99752], [0.86430, -1.58576, -0.67755], [1.71817, 1.74679, 0.42382], [2.62021, 0.32752, -0.37229], [-1.15302, 1.62225, -0.37122], [-0.37260, 1.62264, 1.14174], [-1.89126, -1.02986, -0.37444], [-1.57347, -1.68113, 2.04534]], "forces_ev_per_a": [[-2.07, -3.96, 2.16], [3.76, 0.15, 2.09], [-4.73, -2.63, -0.48], [-1.49, -0.65, 1.08], [5.05, 2.86, -0.91], [1.54, 0.22, -0.60], [-0.38, 0.24, 0.12], [-0.01, 0.95, -0.40], [0.29, 0.28, -0.57], [-1.32, 0.61, -0.87], [-0.86, 0.43, -0.79], [0.62, -0.54, 0.65], [-0.55, 1.17, 0.55], [0.17, 0.88, -2.04]], "de_lowest_kcal_mol": 82.6, "multiplicity": 1, "homo_ha": -0.54432, "total_charge": 1, "smiles": "C=[N+]1CC(O)C1"}

---

6.
{"formula": "C26H37N5O5", "method": "ωB97M-V/def2-TZVPD", "symbols": ["C", "C", "C", "H", "C", "N", "C", "C", "C", "O", "N", "C", "O", "H", "N", "C", "O", "C", "H", "C", "C", "O", "N", "C", "C", "C", "C", "C", "C", "O", "C", "C", "H", "H", "H", "H", "H", "H", "H", "H", "H", "C", "H", "H", "H", "H", "C", "C", "C", "C", "H", "H", "H", "C", "H", "H", "H", "H", "H", "H", "H", "H", "N", "H", "H", "H", "H", "H", "H", "H", "H", "H", "H"], "coordinates": [[2.29919, 3.61662, -0.03335], [1.12260, 4.42310, 0.50833], [0.38011, 3.72196, 1.65237], [1.10138, 3.17517, 2.26155], [-0.73805, 2.79474, 1.16943], [-0.27760, 1.74241, 0.27932], [0.43084, 0.67188, 0.74377], [0.81937, -0.34930, -0.09914], [0.53974, -0.27703, -1.50304], [0.83105, -1.10231, -2.35130], [-0.16144, 0.86906, -1.86715], [-0.63531, 1.85979, -1.05576], [-1.29126, 2.78104, -1.48105], [-0.41773, 0.94703, -2.84502], [1.62529, -1.40736, 0.40690], [1.23721, -2.67509, 0.69809], [2.05859, -3.52019, 1.00212], [-0.25030, -3.03449, 0.79238], [-0.23744, -4.09582, 1.05341], [-0.97531, -2.21556, 1.86090], [-1.75088, -1.17038, 1.07869], [-2.12185, -0.09893, 1.51584], [-1.90951, -1.63811, -0.18043], [-2.81487, -1.11326, -1.12397], [-2.48089, -1.02123, -2.46717], [-3.35993, -0.45848, -3.37617], [-4.58453, 0.01308, -2.94514], [-4.95530, -0.12043, -1.61853], [-4.09556, -0.70829, -0.69788], [-4.41895, -0.97481, 0.59044], [-5.56953, -0.38060, 1.15668], [-5.51519, -0.63477, 2.65490], [-4.58535, -0.23482, 3.04979], [-6.35590, -0.15320, 3.14588], [-5.54748, -1.70256, 2.85438], [-6.47797, -0.82396, 0.72328], [-5.56966, 0.69846, 0.95672], [-5.93112, 0.21685, -1.30716], [-5.26851, 0.47136, -3.64293], [-3.08131, -0.38566, -4.41595], [-1.52510, -1.38420, -2.80904], [-1.10470, -2.81539, -0.46575], [-0.48382, -2.66771, -1.35121], [-1.76148, -3.67357, -0.64751], [-1.71159, -2.82755, 2.38811], [-0.31787, -1.77670, 2.60924], [3.06617, -1.14369, 0.40169], [3.72723, -1.62620, -0.89037], [5.15123, -1.09935, -1.10204], [5.17151, 0.40719, -1.35800], [4.88497, 0.96393, -0.46859], [4.48771, 0.66689, -2.16292], [6.17187, 0.72586, -1.64256], [6.07140, -1.46137, 0.06175], [5.80196, -0.90579, 0.95686], [7.10388, -1.22361, -0.18541], [6.00658, -2.52411, 0.28126], [5.53379, -1.59354, -2.00247], [3.10800, -1.32493, -1.73644], [3.74490, -2.71689, -0.86878], [3.19562, -0.06780, 0.52907], [3.49705, -1.67175, 1.25544], [0.80686, 0.67031, 2.05277], [0.17662, 1.10012, 2.71069], [1.22467, -0.19574, 2.35977], [-1.27441, 2.33883, 2.00665], [-1.45690, 3.37400, 0.58529], [-0.09313, 4.47280, 2.28799], [0.42245, 4.63614, -0.30066], [1.50563, 5.37778, 0.87484], [2.99367, 3.37080, 0.76818], [2.83524, 4.19746, -0.78029], [1.97335, 2.69186, -0.50161]], "forces_ev_per_a": [[-0.11, 0.19, -0.03], [0.09, -0.12, 0.14], [-0.11, 0.08, -0.23], [-0.01, 0.07, 0.09], [-0.06, 0.42, 0.39], [0.02, -0.05, 0.08], [0.34, -0.36, -0.23], [0.03, -0.22, 0.18], [-0.09, 0.38, 0.27], [0.02, -0.15, -0.20], [0.11, -0.10, -0.42], [0.06, -0.14, -0.07], [-0.16, 0.25, -0.15], [0.01, 0.01, 0.20], [0.14, 0.84, -0.09], [-0.52, -0.41, 0.25], [0.14, -0.19, -0.03], [0.06, -0.18, 0.06], [0.06, 0.22, -0.09], [-0.03, 0.01, -0.04], [0.30, 0.14, 0.66], [-0.13, 0.11, 0.07], [-0.27, -0.24, -0.29], [-0.31, 0.22, 0.10], [-0.11, -0.05, 0.10], [-0.04, 0.00, -0.09], [0.05, -0.01, -0.03], [-0.10, 0.02, 0.23], [0.08, -0.08, -0.06], [0.11, -0.19, -0.32], [-0.29, 0.12, 0.26], [0.11, 0.02, -0.43], [0.06, 0.05, 0.08], [-0.10, 0.03, 0.07], [-0.03, -0.10, 0.06], [0.12, 0.12, -0.01], [0.00, -0.11, -0.06], [-0.08, 0.01, 0.07], [-0.07, 0.04, -0.06], [0.03, 0.00, -0.10], [0.17, -0.04, 0.01], [0.03, -0.37, -0.27], [-0.07, -0.01, 0.07], [0.07, 0.05, 0.02], [0.00, 0.01, 0.01], [-0.10, 0.05, -0.03], [0.39, -0.29, -0.08], [0.14, 0.12, -0.01], [-0.07, 0.02, 0.10], [0.03, -0.29, -0.06], [-0.04, 0.12, 0.11], [-0.08, 0.10, -0.10], [0.10, 0.11, -0.01], [-0.07, -0.01, -0.30], [-0.01, 0.06, 0.16], [0.13, 0.03, 0.05], [0.04, -0.14, 0.10], [-0.02, 0.02, 0.04], [-0.01, -0.04, 0.01], [-0.05, -0.03, -0.03], [-0.03, -0.02, 0.07], [0.04, 0.15, -0.03], [-0.03, 0.06, -0.10], [0.01, -0.03, 0.00], [-0.06, 0.06, -0.04], [-0.04, -0.01, -0.10], [0.07, -0.16, 0.19], [-0.02, -0.04, 0.08], [-0.04, 0.11, -0.02], [-0.05, 0.03, -0.04], [0.10, -0.07, 0.06], [0.11, -0.02, -0.09], [0.06, -0.14, -0.06]], "de_lowest_kcal_mol": 0.0, "multiplicity": 1, "homo_ha": -0.30256, "smiles": "CCCCn1c(N)c(N(CCC(C)C)C(=O)[C@H]2CC(=O)N(c3ccccc3OCC)C2)c(=O)[nH]c1=O"}

---

Q: Look up the multiplicity of the third one.
A: 2

---

Q: Look up the multiplicity of the fourth one.
A: 1